Entry w
Formula: C2H7N3
Source: OMol25
Level of theory: ωB97M-V with the def2-TZVPD basis set

Summary:
SMILES: [H]/N=C(\N)NC
Kohn-Sham gap (eV): 9.685

Atoms and positions in Å:
H: 1.949 0.990 0.424
N: 1.044 0.678 0.756
C: 0.474 -0.149 -0.039
N: 1.141 -1.230 -0.622
N: -0.858 -0.146 -0.249
C: -1.704 0.906 0.303
H: 1.147 -1.543 -1.578
H: 2.103 -1.237 -0.301
H: -1.327 -0.981 -0.551
H: -2.114 0.668 1.286
H: -2.511 1.059 -0.414
H: -1.072 1.771 0.425


Entry x
Formula: C2H7N3
Source: OMol25
Level of theory: ωB97M-V with the def2-TZVPD basis set

Summary:
SMILES: [H]/N=C\NNC
Kohn-Sham gap (eV): 9.880

Atoms and positions in Å:
H: -1.928 -0.060 0.479
N: -2.155 -0.095 -0.493
C: -1.150 -0.246 -1.280
N: 0.158 -0.504 -0.791
N: 0.240 -0.430 0.672
C: 1.040 0.713 1.002
H: -1.244 -0.395 -2.408
H: 1.099 -0.360 -1.210
H: 0.368 -1.345 1.031
H: 0.928 0.900 2.057
H: 2.066 0.434 0.525
H: 0.576 1.388 0.415


Entry y
Formula: C2H7N3
Source: OMol25
Level of theory: ωB97M-V with the def2-TZVPD basis set

Summary:
SMILES: [H]/N=C(\N)NC
Kohn-Sham gap (eV): 9.900

Atoms and positions in Å:
H: -2.260 -0.590 0.081
N: -1.300 -0.807 -0.179
C: -0.601 0.251 -0.033
N: -1.100 1.514 0.480
N: 0.749 0.278 -0.226
C: 1.491 -0.976 -0.247
H: -1.274 1.334 1.453
H: -2.015 1.698 0.116
H: 1.113 1.077 -0.699
H: 1.005 -1.798 -0.759
H: 1.762 -1.168 0.792
H: 2.429 -0.813 -0.780


It comes down to entry w, which is 7.2 kJ/mol more stable than the next structure.


Entry w
Formula: C5H5NO2
Source: OMol25
Level of theory: ωB97M-V with the def2-TZVPD basis set

Summary:
Kohn-Sham gap (eV): 8.218

Atoms and positions in Å:
C: 1.936 0.263 -0.167
C: 0.752 0.949 -0.063
C: -0.525 0.187 -0.112
C: -0.979 -1.060 -0.095
C: -1.688 0.841 -0.189
H: 2.478 -1.555 0.657
H: 3.025 0.568 0.250
H: 0.721 1.989 0.119
H: -0.463 -1.906 0.129
H: -2.047 1.911 -0.088
N: -2.215 -1.186 -0.084
O: 1.713 -1.063 -0.278
O: -2.708 0.061 -0.080


Entry x
Formula: C5H5NO2
Source: OMol25
Level of theory: ωB97M-V with the def2-TZVPD basis set

Summary:
SMILES: C1=NO[C@H]2OCC=C12
Kohn-Sham gap (eV): 10.026

Atoms and positions in Å:
C: 1.720 0.325 -0.727
N: 1.622 1.255 0.144
O: 0.520 1.167 0.980
C: -0.008 -0.142 0.761
O: -1.382 -0.301 0.904
C: -1.864 -0.828 -0.300
C: -0.591 -0.936 -1.262
C: 0.453 -0.439 -0.658
H: 2.504 0.430 -1.382
H: 0.584 -0.829 1.498
H: -2.451 -1.826 -0.150
H: -2.654 -0.038 -0.690
H: -0.696 -1.334 -2.236


Entry y
Formula: C5H5NO2
Source: OMol25
Level of theory: ωB97M-V with the def2-TZVPD basis set

Summary:
SMILES: C=C1[C@H](O)[C@]1(O)C#N
Kohn-Sham gap (eV): 10.562

Atoms and positions in Å:
C: -1.355 -0.854 -1.287
C: -0.619 -0.274 -0.367
C: -0.490 0.716 0.729
O: -0.304 2.069 0.535
C: 0.603 -0.348 0.476
O: 0.809 -1.408 1.345
C: 1.661 0.112 -0.418
N: 2.563 0.550 -0.980
H: -2.403 -0.633 -1.420
H: -0.955 -1.573 -1.984
H: -1.071 0.549 1.631
H: 0.144 2.232 -0.305
H: 1.416 -1.139 2.046


It comes down to entry y, which is 67.2 kJ/mol more stable than the next structure.


Entry w
Formula: C5H8O2
Source: OMol25
Level of theory: ωB97M-V with the def2-TZVPD basis set

Summary:
SMILES: C[C@@]1(O)CCC1=O
Kohn-Sham gap (eV): 10.206

Atoms and positions in Å:
C: -1.447 -0.565 -0.314
C: -0.331 0.460 -0.147
O: -0.803 1.759 -0.375
C: 0.579 0.261 1.101
C: 1.612 -0.512 0.246
C: 0.889 0.027 -0.992
O: 1.170 0.136 -2.153
H: -2.300 -0.293 0.321
H: -1.771 -0.574 -1.360
H: -1.135 -1.578 -0.041
H: -1.768 1.744 -0.326
H: 0.969 1.231 1.422
H: 0.143 -0.261 1.957
H: 2.665 -0.233 0.335
H: 1.527 -1.602 0.326


Entry x
Formula: C5H8O2
Source: OMol25
Level of theory: ωB97M-V with the def2-TZVPD basis set

Summary:
Kohn-Sham gap (eV): 9.264

Atoms and positions in Å:
C: 1.501 -1.669 0.919
C: 0.332 -0.714 0.674
C: 0.650 0.213 -0.499
C: -0.274 1.273 -1.004
O: -1.454 1.149 -0.384
C: -2.462 1.985 -0.869
O: -2.637 2.226 -2.018
H: 1.688 -2.292 0.036
H: 1.318 -2.337 1.767
H: 2.422 -1.111 1.126
H: 0.138 -0.121 1.576
H: -0.585 -1.281 0.473
H: 1.615 0.719 -0.349
H: 0.822 -0.375 -1.419
H: -3.076 2.336 -0.029


It comes down to entry w, which is 198.6 kJ/mol more stable than the next structure.


Entry w
Formula: C5H8O2
Source: OMol25
Level of theory: ωB97M-V with the def2-TZVPD basis set

Summary:
Kohn-Sham gap (eV): 8.825

Atoms and positions in Å:
C: -0.772 0.775 1.085
C: 1.280 0.189 -0.600
O: 2.155 0.602 0.273
C: 0.786 -1.222 -0.448
C: -0.711 -0.960 -0.780
C: -0.910 0.520 -0.425
O: -1.341 1.378 -1.162
H: -0.179 0.043 1.647
H: -0.408 1.781 1.298
H: -1.805 0.699 1.433
H: 2.261 1.549 0.075
H: 1.274 -1.777 -1.258
H: 0.972 -1.760 0.494
H: -0.936 -1.129 -1.836
H: -1.401 -1.560 -0.171


Entry x
Formula: C5H8O2
Source: OMol25
Level of theory: ωB97M-V with the def2-TZVPD basis set

Summary:
SMILES: C1O[C@H]2C[C@@H]1CO2
Kohn-Sham gap (eV): 10.836

Atoms and positions in Å:
C: -1.189 0.691 0.411
O: -0.882 1.148 -0.909
C: 0.327 0.481 -1.191
C: -0.005 -0.966 -0.853
C: -0.293 -0.565 0.598
C: 1.070 0.029 0.941
O: 1.317 0.848 -0.231
H: -2.260 0.492 0.506
H: -0.909 1.478 1.125
H: 0.641 0.737 -2.204
H: 0.848 -1.647 -0.950
H: -0.862 -1.337 -1.414
H: -0.721 -1.314 1.266
H: 1.019 0.609 1.875
H: 1.899 -0.684 1.029


It comes down to entry x, which is 230.9 kJ/mol more stable than the next structure.


Entry w
Formula: C5H8O2
Source: OMol25
Level of theory: ωB97M-V with the def2-TZVPD basis set

Summary:
SMILES: C1CO[C@@H]2C[C@@H]2O1
Kohn-Sham gap (eV): 9.788

Atoms and positions in Å:
C: 0.198 0.753 -1.347
C: -0.823 -0.283 -1.108
O: -0.358 -1.456 -0.445
C: 0.234 -1.113 0.805
C: -0.170 0.092 1.640
C: 1.104 0.106 0.838
O: 1.195 0.893 -0.338
H: 0.763 0.753 -2.272
H: -0.742 1.428 -1.830
H: -1.675 0.089 -0.538
H: -1.254 -0.120 -2.158
H: 0.522 -2.010 1.358
H: -0.963 0.750 1.305
H: -0.092 0.016 2.723
H: 2.061 0.102 1.367


Entry x
Formula: C5H8O2
Source: OMol25
Level of theory: ωB97M-V with the def2-TZVPD basis set

Summary:
Kohn-Sham gap (eV): 10.329

Atoms and positions in Å:
O: -0.345 2.151 -0.081
C: -0.407 0.954 0.034
C: -1.091 0.111 1.118
C: -0.732 -1.247 0.498
C: 0.762 -1.131 0.154
C: 0.141 -0.160 -0.868
O: -1.035 -1.014 -0.910
H: 1.570 2.446 -1.298
H: 2.251 2.306 -1.567
H: -0.659 0.299 2.106
H: -2.168 0.294 1.149
H: -1.186 -2.151 0.905
H: 1.458 -0.750 0.908
H: 1.143 -2.029 -0.335
H: 0.576 0.097 -1.832


It comes down to entry x, which is 163.5 kJ/mol more stable than the next structure.


Entry w
Formula: C5H6ClNO
Source: OMol25
Level of theory: ωB97M-V with the def2-TZVPD basis set

Summary:
SMILES: C=C1CCC(=O)N1Cl
Kohn-Sham gap (eV): 9.607

Atoms and positions in Å:
C: 0.259 2.127 0.166
C: 0.035 0.826 -0.024
C: 1.092 -0.226 -0.242
C: 0.378 -1.518 0.249
C: -1.095 -1.209 0.063
O: -1.971 -2.017 -0.100
N: -1.222 0.186 0.030
Cl: -2.689 0.984 -0.289
H: -0.555 2.732 0.207
H: 1.204 2.581 -0.056
H: 1.338 -0.359 -1.225
H: 2.063 -0.170 0.173
H: 0.529 -1.413 1.258
H: 0.635 -2.525 -0.211


Entry x
Formula: C5H6ClNO
Source: OMol25
Level of theory: ωB97M-V with the def2-TZVPD basis set

Summary:
SMILES: C=CC1=NOC[C@@H]1Cl
Kohn-Sham gap (eV): 8.806

Atoms and positions in Å:
C: -2.479 -0.407 -0.519
C: -1.343 -0.956 0.173
C: -0.118 -0.231 -0.194
N: -0.310 0.895 -0.813
O: 0.905 1.723 -0.654
C: 1.765 1.145 0.232
C: 1.305 -0.345 0.419
Cl: 2.064 -1.321 -0.728
H: -3.329 -0.929 -0.389
H: -2.742 0.573 -0.940
H: -1.412 -1.934 0.885
H: 2.719 1.174 -0.074
H: 1.639 1.558 1.291
H: 1.337 -0.945 1.310


It comes down to entry w, which is 286.7 kJ/mol more stable than the next structure.


Entry w
Formula: C10H7NO
Source: OMol25
Level of theory: ωB97M-V with the def2-TZVPD basis set

Summary:
SMILES: O=Cc1nccc2ccccc12
Kohn-Sham gap (eV): 8.929

Atoms and positions in Å:
O: 3.434 -1.474 -0.669
C: 2.630 -1.111 0.247
C: 1.656 0.014 0.091
N: 2.152 1.274 0.057
C: 1.183 2.294 -0.086
C: -0.065 2.120 -0.150
C: -0.759 0.826 -0.141
C: -2.082 0.577 -0.160
C: -2.488 -0.736 -0.179
C: -1.623 -1.772 -0.028
C: -0.301 -1.530 0.032
C: 0.263 -0.242 0.006
H: 2.667 -1.675 1.422
H: 1.742 3.384 0.126
H: -0.832 2.984 -0.188
H: -2.525 1.444 -0.332
H: -3.514 -1.045 -0.181
H: -2.007 -2.805 0.068
H: 0.470 -2.528 0.066


Entry x
Formula: C10H7NO
Source: OMol25
Level of theory: ωB97M-V with the def2-TZVPD basis set

Summary:
Kohn-Sham gap (eV): 8.328

Atoms and positions in Å:
C: 3.422 -0.381 0.129
C: 1.989 0.011 -0.068
C: 1.761 1.430 -0.182
C: 0.408 1.775 -0.168
C: -0.660 0.725 -0.063
C: -2.053 0.891 0.002
C: -2.950 -0.223 -0.080
C: -2.470 -1.560 -0.179
C: -1.065 -1.667 0.054
C: -0.165 -0.639 0.023
H: 4.138 0.545 0.874
H: 2.460 2.147 0.101
H: -0.055 2.753 -0.218
H: -2.232 1.969 0.107
H: -3.952 -0.236 -0.105
H: -3.055 -2.456 -0.143
H: -0.559 -2.588 0.212
N: 1.187 -1.034 0.007
O: 3.851 -1.463 -0.302


It comes down to entry x, which is 51.8 kJ/mol more stable than the next structure.


Entry w
Formula: C4H8NO
Source: OMol25
Level of theory: ωB97M-V with the def2-TZVPD basis set

Summary:
Charge: +1
SMILES: C[N+]1=CCCO1
Kohn-Sham gap (eV): 10.703

Atoms and positions in Å:
C: -0.216 0.029 -2.152
N: -0.010 0.071 -0.708
C: -0.638 0.689 0.192
C: -0.179 0.335 1.535
C: 0.799 -0.723 1.192
O: 0.993 -0.773 -0.213
H: -0.151 -1.035 -2.339
H: 0.546 0.616 -2.607
H: -1.252 0.381 -2.301
H: -1.258 1.379 -0.233
H: 0.272 1.198 2.136
H: -1.052 0.081 2.232
H: 1.719 -0.561 1.701
H: 0.427 -1.687 1.565


Entry x
Formula: C4H8NO
Source: OMol25
Level of theory: ωB97M-V with the def2-TZVPD basis set

Summary:
Charge: +1
Kohn-Sham gap (eV): 10.997

Atoms and positions in Å:
C: 0.601 0.715 0.766
C: 0.628 -1.006 -0.485
C: -0.383 -0.333 0.300
C: -1.845 -0.159 -0.040
N: 1.649 0.022 -0.081
O: 0.162 -1.566 0.661
H: 0.428 1.705 0.514
H: 0.836 0.613 1.850
H: 0.831 -2.133 -1.769
H: -2.011 0.646 -0.599
H: -2.338 -0.086 0.894
H: -2.308 -1.070 -0.301
H: 2.323 0.190 -0.779
H: 2.205 -0.495 0.633


It comes down to entry w, which is 323.1 kJ/mol more stable than the next structure.


Entry w
Formula: H26O13
Source: OMol25
Level of theory: ωB97M-V with the def2-TZVPD basis set

Summary:
Kohn-Sham gap (eV): 9.925

Atoms and positions in Å:
O: -0.045 3.280 0.290
H: 0.729 2.853 0.743
H: -0.222 4.094 0.702
O: 0.322 1.518 -1.961
H: 1.209 1.808 -1.898
H: 0.100 1.835 -2.835
O: 2.966 2.015 -2.015
H: 2.810 2.091 -1.082
H: 3.299 2.844 -2.330
O: -2.325 1.830 -1.517
H: -1.350 1.979 -1.554
H: -2.574 2.286 -2.290
O: 0.179 -2.849 2.225
H: -0.478 -3.410 2.582
H: -0.063 -2.828 1.274
O: -2.794 -2.952 1.527
H: -2.404 -2.094 1.345
H: -3.720 -2.888 1.870
O: 0.305 0.139 0.519
H: 0.410 0.554 -0.327
H: -0.620 -0.095 0.600
O: 2.425 2.316 0.820
H: 3.154 2.447 1.426
H: 1.936 1.532 1.145
O: 2.431 -1.689 0.244
H: 1.496 -1.341 0.365
H: 2.986 -0.923 0.356
O: -2.334 -0.319 0.673
H: -2.431 -0.768 -0.176
H: -2.417 0.642 0.633
O: -1.264 -0.631 3.381
H: -0.700 -1.311 3.009
H: -1.544 -0.063 2.656
O: -0.547 -2.970 -0.410
H: -0.566 -2.209 -0.971
H: -0.619 -3.708 -1.029
O: 0.562 -1.237 -2.451
H: 0.309 -0.336 -2.544
H: 1.373 -1.426 -3.012


Entry x
Formula: H26O13
Source: OMol25
Level of theory: ωB97M-V with the def2-TZVPD basis set

Summary:
Kohn-Sham gap (eV): 9.463

Atoms and positions in Å:
O: 4.589 10.688 17.784
H: 4.823 10.956 16.911
H: 3.914 11.355 17.990
O: 3.900 14.656 16.903
H: 3.650 15.004 17.777
H: 4.822 14.958 16.901
O: -0.988 11.722 15.393
H: -0.653 11.220 14.670
H: -0.532 11.376 16.151
O: -1.991 12.515 17.849
H: -1.181 12.605 18.317
H: -1.758 12.759 16.931
O: 4.811 12.361 15.609
H: 5.636 12.403 16.102
H: 4.235 12.767 16.269
O: 0.852 14.610 17.404
H: 1.088 15.495 17.233
H: 0.790 14.482 18.354
O: 0.187 10.612 18.484
H: 0.738 9.879 18.411
H: -0.713 10.252 18.727
O: -0.211 13.241 19.827
H: 0.414 12.691 20.258
H: -1.047 13.186 20.279
O: 1.669 13.239 14.979
H: 1.829 13.719 15.805
H: 1.027 13.675 14.481
O: 2.308 12.139 17.860
H: 1.920 12.939 17.494
H: 1.458 11.711 18.085
O: 2.004 12.004 21.136
H: 1.768 11.436 21.881
H: 2.625 11.450 20.660
O: 5.197 13.174 19.181
H: 4.400 13.556 18.735
H: 5.464 13.898 19.717
O: 2.839 14.945 19.335
H: 2.780 15.815 19.479
H: 3.136 14.651 20.203


Entry y
Formula: H26O13
Source: OMol25
Level of theory: ωB97M-V with the def2-TZVPD basis set

Summary:
Kohn-Sham gap (eV): 9.936

Atoms and positions in Å:
O: 1.403 -2.498 -0.220
H: 1.767 -1.972 0.468
H: 1.938 -3.266 -0.056
O: -1.298 2.236 -1.269
H: -1.912 2.828 -0.932
H: -1.358 2.428 -2.214
O: -3.471 -0.416 -0.071
H: -4.350 -0.823 0.091
H: -3.537 -0.166 -0.977
O: -0.546 -1.128 2.724
H: -0.436 -1.411 3.618
H: 0.216 -0.766 2.325
O: -1.366 -1.965 -1.510
H: -1.087 -1.431 -0.744
H: -2.324 -1.975 -1.518
O: 3.246 0.700 0.568
H: 4.151 1.022 0.353
H: 2.912 0.354 -0.238
O: 2.029 -0.278 -1.805
H: 1.382 -0.445 -1.105
H: 1.459 0.263 -2.391
O: 0.989 1.737 1.690
H: 1.684 2.195 1.258
H: 0.304 2.419 1.651
O: -3.218 0.314 -2.797
H: -2.267 0.490 -2.940
H: -3.667 0.278 -3.616
O: 2.251 -1.048 2.394
H: 2.670 -0.418 1.778
H: 2.387 -0.609 3.232
O: -0.134 0.133 -0.117
H: 0.286 0.664 0.571
H: -0.840 0.718 -0.369
O: -0.683 -0.183 -3.388
H: -0.939 -0.779 -2.647
H: -0.608 -0.686 -4.178
O: 0.655 1.053 4.362
H: 1.551 1.249 4.626
H: 0.749 1.198 3.408


Entry z
Formula: H26O13
Source: OMol25
Level of theory: ωB97M-V with the def2-TZVPD basis set

Summary:
Kohn-Sham gap (eV): 9.929

Atoms and positions in Å:
O: -1.538 1.125 1.534
H: -2.191 1.358 2.194
H: -1.561 1.849 0.909
O: 2.681 -1.111 3.740
H: 3.042 -1.940 3.424
H: 2.089 -0.826 3.045
O: 0.009 -1.286 -2.752
H: 0.162 -1.100 -1.825
H: 0.619 -1.994 -2.959
O: 2.592 1.603 -2.066
H: 3.181 1.891 -1.369
H: 2.257 0.759 -1.764
O: -0.793 1.323 -3.122
H: -0.127 1.703 -3.695
H: -0.451 0.457 -2.899
O: -1.760 -2.449 -0.108
H: -2.502 -1.945 -0.441
H: -1.023 -1.839 -0.136
O: 2.953 -1.102 -1.311
H: 3.595 -0.745 -0.697
H: 2.725 -1.958 -0.948
O: 0.363 3.471 0.637
H: -0.350 3.343 0.011
H: 0.251 4.369 0.948
O: 0.033 -1.023 2.808
H: -0.673 -0.387 2.692
H: 0.072 -1.167 3.754
O: -1.812 2.492 -0.968
H: -2.713 2.640 -1.253
H: -1.357 2.192 -1.755
O: -3.380 -0.040 -0.371
H: -2.779 0.494 0.148
H: -3.600 0.509 -1.123
O: 0.110 -0.477 -0.223
H: -0.269 0.399 -0.156
H: 0.792 -0.496 0.448
O: 0.749 -3.485 1.661
H: 0.054 -4.019 2.044
H: 0.548 -2.592 1.941


It comes down to entry z, which is 43.4 kJ/mol more stable than the next structure.